# 1
The following is a DFT calculation (the ωB97M-V functional and the def2-TZVPD basis) of a cluster of 18 separate species, C42H73Cl35F10NO6PS in total at a distorted geometry.

XYZ file:
```
169
Properties=species:S:1:pos:R:3:forces:R:3:lowdin_charge:R:1
C 2.424 2.104 5.809 -0.2 0.1 0.2 -1.00
C -1.007 8.236 0.866 0.0 0.2 0.0 -1.01
C 2.022 0.769 1.682 0.3 0.8 0.3 -0.22
F -9.079 1.394 -1.836 1.9 -1.0 2.6 0.13
H 11.266 6.652 -1.002 -0.1 -0.3 0.1 -0.03
H 2.067 2.741 0.457 -1.1 -2.0 0.3 -0.01
C -2.061 3.728 -3.053 0.4 -0.6 0.2 -0.23
H 4.328 5.806 0.024 -0.1 -0.2 0.0 0.03
C -6.487 -0.107 -2.241 -1.8 0.4 -2.0 -0.21
H -1.885 0.035 -1.754 -1.7 -0.5 -0.5 0.11
H 0.840 -9.965 -9.281 0.0 0.1 0.2 0.03
H -0.385 -2.131 -1.916 -1.0 -0.5 -0.5 0.08
C -1.129 2.665 0.331 0.6 0.9 -0.2 -0.20
H -2.998 1.351 4.412 0.3 0.0 0.0 -0.01
Cl 16.112 7.223 -4.945 0.2 -0.2 -0.2 0.55
H -2.460 5.340 -1.565 0.2 -1.7 0.0 0.10
O -1.804 -5.084 0.393 1.5 2.0 -1.2 -0.19
C -1.039 -2.718 -2.617 1.0 -0.2 -1.8 -0.18
Cl -5.948 0.757 11.203 -0.1 0.1 0.0 0.50
Cl -3.432 6.875 -5.059 -0.1 0.1 0.0 0.51
H 1.229 -0.009 1.968 1.0 1.0 -0.5 0.11
H 14.674 7.801 -3.075 -0.3 0.0 0.2 -0.07
O -3.509 0.616 2.390 0.2 -2.9 -3.4 -0.32
H -4.236 -8.843 0.584 0.2 -0.1 0.0 -0.04
H -2.668 6.725 -7.285 0.0 -0.1 0.2 0.03
H 2.874 0.674 -1.150 0.5 -1.3 1.0 0.06
F -4.928 -0.955 -3.804 0.3 0.2 3.1 0.05
H -0.896 -10.127 -8.916 0.1 0.1 0.2 0.03
H 2.350 1.271 2.675 -0.7 -1.0 -1.8 0.03
H -7.350 -9.178 3.796 0.1 0.1 -0.1 0.03
F -3.265 -3.162 -3.411 0.7 0.6 2.1 -0.03
C 3.318 0.078 1.044 0.0 0.0 -0.2 -0.25
H 8.148 4.502 3.064 -0.1 -0.1 -0.1 0.03
Cl -2.346 -6.302 8.672 0.0 0.1 0.0 0.50
C -3.972 -0.926 -1.444 2.4 0.9 -0.5 -0.17
Cl 3.000 4.436 1.410 0.5 0.9 0.4 0.58
Cl 0.461 -10.910 -7.154 0.0 -0.1 0.0 0.52
Cl -1.912 0.991 6.473 -0.1 0.0 0.1 0.52
H 1.385 2.173 5.492 0.2 -0.1 0.0 -0.04
F -9.551 0.242 0.037 2.4 1.4 -1.6 0.09
Cl 0.321 -5.787 -5.752 0.2 -0.3 -0.5 0.54
H -0.643 -4.516 -4.005 0.9 1.1 2.0 0.01
H 0.870 -2.694 0.088 -0.1 -0.7 0.0 0.05
Cl 0.025 -8.155 -8.008 0.0 -0.1 -0.7 0.56
H 1.433 -7.698 -4.925 -0.1 0.2 0.0 0.04
Cl -5.277 -3.734 5.380 0.0 0.0 -0.1 0.53
Cl -8.126 -8.419 1.703 0.0 -0.1 0.0 0.50
C -8.481 0.798 -0.726 -2.1 -0.3 1.4 -0.33
H -2.380 -4.242 -1.933 -0.7 1.9 0.3 0.14
Cl -0.412 -7.459 -3.479 0.0 -0.2 0.1 0.53
Cl 3.471 2.453 4.427 0.0 0.3 0.3 0.51
C -5.601 -0.081 9.686 -0.1 0.0 -0.2 -1.06
H -1.070 4.181 -3.430 -1.6 -0.5 0.5 0.10
H -3.369 0.963 -0.222 -1.0 -1.6 -0.1 0.11
Cl 0.684 7.727 0.953 0.0 0.0 0.0 0.50
H -3.856 1.313 -3.832 0.5 -0.1 1.8 0.13
C -3.696 -9.726 0.246 -0.3 0.1 -0.1 -1.04
C -0.182 -4.039 -3.049 -1.4 0.5 0.3 -0.14
F -8.468 -1.444 -1.608 2.3 2.0 1.1 0.09
Cl 8.208 3.584 0.894 0.0 0.0 0.1 0.48
H -0.104 -8.106 -5.720 0.0 0.2 0.3 -0.08
C -2.255 4.206 -1.541 0.5 0.6 0.0 -0.21
C -3.094 6.023 -6.571 -0.1 0.0 -0.2 -1.01
C -2.509 -3.115 -2.162 1.0 -1.5 -1.5 -0.22
Cl 2.723 0.483 6.446 -0.1 0.0 0.0 0.51
Cl 15.742 9.967 -5.861 0.0 0.0 -0.1 0.51
C 8.037 3.501 2.651 0.2 0.0 0.1 -1.01
H -6.528 -0.487 9.287 0.1 0.0 0.2 -0.01
Cl 11.439 5.059 0.727 0.2 0.2 0.0 0.48
H 2.475 -1.097 -0.697 1.1 1.3 0.1 0.06
H 13.690 9.208 -2.597 -0.1 -0.2 0.1 0.03
C -2.100 -2.058 0.156 0.5 0.5 -2.3 -0.29
H 0.219 -3.497 2.414 -1.1 0.0 0.0 -0.01
H -1.092 -2.116 -3.601 -0.2 -0.6 1.7 0.12
H -2.920 4.121 -3.699 1.2 -0.6 0.9 0.07
C -6.896 -9.025 2.819 0.0 -0.2 0.1 -1.01
H -1.194 8.974 1.644 0.1 -0.2 0.0 0.03
C -2.354 1.949 5.055 -0.4 0.1 0.2 -0.97
C 11.347 5.568 -0.963 0.0 0.0 0.0 -1.11
F -7.240 -0.285 -3.455 1.6 0.5 2.6 0.08
H -4.258 -5.089 9.333 0.1 -0.2 0.0 0.02
C 0.077 -9.849 -8.514 -0.1 -0.1 -0.3 -0.99
H -1.079 1.731 -0.344 -0.2 1.2 1.1 0.08
O -2.528 -1.528 1.418 -1.3 0.4 -0.7 -0.26
H -5.231 -2.684 -0.034 1.2 -1.4 -0.1 0.13
H -5.175 0.628 8.978 0.0 -0.1 0.2 0.02
H -6.509 -9.970 2.440 0.0 0.2 0.0 0.02
H -2.144 2.721 0.858 1.3 -0.1 -0.7 0.10
H 3.495 -0.920 1.568 -0.2 1.3 -0.6 0.10
H -1.194 8.674 -0.112 0.1 -0.2 0.1 0.03
Cl -6.787 -1.584 6.644 -0.1 0.1 0.0 0.52
H 0.313 3.583 1.873 -0.6 -1.4 -0.6 0.09
Cl -4.455 -1.403 9.937 0.0 0.0 -0.1 0.49
H 2.620 2.833 6.593 0.1 -0.1 -0.1 0.03
C -0.979 3.987 -0.600 -0.5 -0.2 1.1 -0.20
C 0.037 2.562 1.426 0.5 -1.3 -1.1 -0.27
O -4.979 -1.280 2.137 2.5 0.5 -2.7 -0.31
C -2.866 -0.113 -2.344 0.4 0.5 -0.5 -0.13
H 8.811 2.849 3.051 -0.2 0.0 -0.1 0.02
H -4.024 5.616 -6.963 0.1 0.0 0.2 0.03
O 0.512 -3.603 -0.010 -2.7 0.7 -0.4 -0.21
H -3.807 2.009 -2.088 0.4 -1.1 -0.8 0.09
Cl -5.559 -7.881 2.980 0.0 -0.2 0.2 0.49
C 1.354 1.893 0.747 -0.6 -0.3 -0.2 -0.25
H -5.142 0.618 -0.106 1.1 -0.8 0.1 0.12
Cl 12.366 7.413 -3.364 0.1 0.1 -0.3 0.55
H -7.353 -2.831 4.723 0.1 0.0 0.2 0.03
S -3.832 -0.568 1.494 -2.4 2.4 5.5 0.76
C 13.771 8.123 -2.558 0.2 0.2 -0.1 -1.00
C -6.430 -2.420 5.127 0.0 0.1 -0.3 -1.01
H -0.959 4.864 0.145 0.2 -1.4 -1.2 0.03
H 0.897 -3.722 -3.210 -1.4 -0.6 0.1 0.09
H 1.021 1.373 -0.228 0.4 0.8 1.4 0.09
C 15.742 8.262 -6.326 -0.1 0.0 -0.3 -1.00
Cl -5.080 -6.070 0.409 0.4 1.6 -0.4 0.57
H -1.117 -5.757 0.655 -0.9 0.8 -0.1 0.11
C -4.280 -3.323 -0.181 -1.0 0.6 0.8 -0.10
H -1.556 1.861 -4.268 -0.5 0.3 1.4 0.11
F -6.249 1.275 -2.191 0.2 -2.4 0.3 0.09
C 4.433 4.807 0.444 0.2 0.2 0.1 -0.98
H -4.221 -5.383 7.576 0.0 -0.2 0.1 -0.02
H 14.758 8.001 -6.711 0.1 0.1 0.2 0.03
C -3.277 1.343 -2.837 1.5 0.6 -1.0 -0.17
Cl -3.261 -10.704 1.652 -0.1 0.0 0.1 0.50
H -1.034 1.841 -2.510 -1.1 0.1 -0.8 0.09
C -1.893 2.119 -3.205 -0.4 0.9 0.1 -0.18
H -4.330 -10.317 -0.412 0.2 0.0 0.1 0.03
C -3.248 -2.338 -0.984 -0.3 -0.7 0.8 -0.19
H -3.149 3.729 -1.003 1.1 0.6 -1.0 0.10
Cl 9.942 4.858 -1.768 0.0 0.1 -0.2 0.50
O -4.917 -5.034 -1.965 1.1 2.1 4.0 0.03
H 5.312 4.766 1.085 -0.1 -0.2 -0.1 -0.02
C -5.221 -1.072 -2.391 -1.7 -1.6 -2.8 -0.20
P -1.079 -3.586 0.662 3.3 -2.1 5.1 0.73
C 13.390 1.885 1.736 0.1 0.0 0.2 -1.03
Cl -1.951 4.699 -6.317 0.0 0.0 -0.3 0.53
Cl 13.863 7.613 -0.867 0.2 0.1 0.1 0.56
H -0.323 1.857 2.251 0.8 1.1 -1.9 -0.02
H -6.004 -1.708 4.422 0.1 -0.1 0.2 0.00
F -5.874 -2.357 -2.417 1.5 2.3 1.1 0.07
Cl -5.117 -7.210 8.766 -0.1 0.0 0.0 0.49
C -7.546 -0.477 -1.107 -2.1 -0.6 0.4 -0.22
Cl -2.263 -9.212 -0.647 0.0 0.1 -0.1 0.50
C -4.044 -5.821 8.556 0.0 0.3 -0.1 -1.03
H 0.020 4.005 -1.154 -1.4 -0.2 0.5 0.12
H -2.565 -0.674 -3.284 -0.7 0.4 1.4 0.12
Cl 14.170 1.913 0.150 0.1 0.0 0.0 0.50
H -1.306 -1.306 -0.221 -1.2 -1.3 0.3 0.14
H 16.494 8.105 -7.097 0.0 0.0 0.2 0.03
H 12.249 5.248 -1.479 -0.2 -0.1 0.1 0.00
Cl 4.631 3.648 -0.876 0.1 0.0 0.0 0.52
H -2.885 2.841 5.383 0.2 -0.1 0.0 0.03
C -4.140 0.101 -0.191 0.2 0.2 -0.2 -0.10
H -0.262 -4.776 -2.186 0.4 0.8 -1.2 0.04
N -0.810 -3.541 2.257 0.1 0.5 -2.6 -0.18
H 4.255 0.717 1.250 -1.5 -0.8 -0.4 0.10
F -7.839 1.700 0.141 -1.3 -1.7 -2.5 0.11
C 3.212 -0.227 -0.527 0.3 -0.1 0.2 -0.13
H 13.768 1.035 2.301 -0.1 0.1 -0.2 0.03
H 4.249 -0.535 -0.924 -1.6 0.3 0.6 0.08
F -7.039 -0.962 0.100 -0.4 0.8 -2.3 0.10
C 0.391 -7.411 -5.051 0.1 -0.2 0.3 -1.03
C -4.717 -4.689 -0.799 -0.9 -1.8 -3.4 -0.64
Cl -0.925 2.431 4.135 -0.7 0.2 1.0 0.65
H -3.939 -3.547 0.898 -0.4 0.4 -1.8 0.12
Cl 11.636 1.738 1.582 0.0 -0.1 0.1 0.48
Cl -2.099 6.866 1.100 -0.2 0.3 0.1 0.55
H 13.622 2.810 2.260 -0.1 -0.1 -0.2 0.02
Cl 6.453 2.863 3.111 0.0 0.0 0.1 0.51
```
Forces are in eV/Å.

Properties
Gap between HOMO and LUMO   9.2 eV
HOMO energy   -9.000 eV
E_LUMO   0.19 eV

=====

# 2
The following is a DFT calculation (the ωB97M-V functional and the def2-TZVPD basis) of a structure of composition C27H49Br12N2O3 at a distorted geometry.

XYZ file:
```
93
Properties=species:S:1:pos:R:3:forces:R:3:lowdin_charge:R:1
H -0.519 1.483 2.467 -0.4 0.9 -2.7 -0.01
C 1.884 1.948 1.523 -0.8 -0.5 0.1 -0.05
O 1.878 3.356 -0.830 -2.4 -0.7 0.8 -0.05
Br -4.482 5.135 0.582 0.4 0.2 0.1 0.56
Br -0.376 2.575 4.731 -0.4 0.5 0.5 0.64
H 1.790 1.041 2.292 0.1 1.9 -1.7 0.10
H -0.308 -7.319 3.111 -0.3 0.0 -0.4 -0.03
H -1.829 -1.773 4.083 -1.1 2.3 -1.2 0.11
H -2.790 -1.059 0.589 -2.4 -0.1 -0.1 0.11
C 0.624 1.771 0.437 -0.2 -1.1 3.3 -0.38
H 1.167 -2.973 -1.374 -1.9 1.2 -0.2 0.11
C -0.747 1.921 1.383 0.4 0.0 0.4 -0.14
C -3.723 -1.132 2.905 -2.7 -4.9 3.2 -0.28
H -2.999 5.921 2.429 0.0 0.0 -0.6 -0.12
C -2.488 -3.368 -1.944 0.7 -0.2 0.4 -0.19
Br 6.579 1.733 -2.856 -0.2 0.3 -0.3 0.58
H -1.817 1.147 -1.204 0.6 1.6 -1.6 0.06
H 7.102 -1.064 1.620 -0.3 1.7 -1.6 0.08
C -0.024 -1.094 -2.241 0.1 -1.0 1.2 -0.13
C 1.049 1.289 -2.598 -1.6 -0.2 0.0 -0.09
C 4.218 -0.788 -0.007 0.5 -0.4 0.0 -0.20
C -3.978 -0.943 0.571 0.2 0.3 -1.3 -0.20
H 1.277 3.832 -3.396 -2.4 -0.2 1.0 0.09
H -1.500 -0.568 2.616 -1.3 -0.1 1.9 0.06
C 6.761 -0.324 0.780 -0.2 0.2 -0.5 -0.15
H 7.367 0.679 0.732 -0.8 -2.1 0.4 0.07
C 0.085 -2.527 -1.397 -0.5 -0.9 -0.5 -0.19
C 0.060 2.418 -1.942 0.0 1.2 -2.6 -0.41
H 0.528 0.939 -3.613 1.1 0.8 2.1 0.14
Br 0.053 -7.107 0.651 -0.3 0.0 0.4 0.56
C -1.007 -7.176 2.280 0.2 0.0 0.3 -1.59
H -0.382 -0.269 0.174 2.3 1.1 -0.8 0.10
H -1.854 1.857 -3.046 0.7 0.1 2.6 0.11
H -1.656 1.312 0.968 1.6 1.3 0.6 0.07
C -4.752 -2.370 0.263 1.4 0.2 -0.2 -0.14
C 0.181 3.757 -2.938 0.4 -0.2 0.3 -0.06
O -4.355 -2.186 3.467 3.6 6.8 -3.9 -0.03
H -2.916 -3.430 -3.035 0.5 0.3 2.3 0.11
Br 4.022 1.693 -4.818 0.4 0.2 0.1 0.60
H 6.253 2.776 -5.099 -0.3 -0.1 0.4 -0.02
C -1.996 3.547 5.193 0.0 -0.1 0.3 -1.54
C -1.530 2.030 -1.916 0.1 0.9 0.1 -0.04
N 2.446 -0.708 -1.824 -0.4 1.6 -0.4 -0.05
C 1.105 -0.023 -1.624 -1.4 -0.7 -1.6 -0.38
H -4.183 -0.142 -0.289 0.2 -1.6 2.1 0.14
H -2.673 -5.328 -0.600 -0.9 1.9 -0.7 0.08
C -0.885 -3.716 -2.040 0.4 -0.6 1.0 -0.21
H 1.702 2.931 2.131 0.7 -1.7 -1.3 0.09
H -1.126 -0.724 -2.086 2.2 -0.4 -0.3 0.09
C -3.655 -3.582 0.515 -0.9 -0.7 -0.2 -0.27
C -2.896 5.969 1.340 0.0 0.1 0.1 -1.58
H 4.897 -0.322 2.118 0.6 1.1 -2.3 0.11
H -2.114 2.991 -1.539 1.2 -2.0 -0.7 0.09
Br 5.134 4.494 -3.676 0.1 -0.5 -0.1 0.57
C 0.675 0.225 -0.069 0.5 -0.5 0.2 -0.05
H -4.158 -4.350 1.254 1.1 1.5 -1.5 0.08
H 0.111 -1.275 -3.396 0.0 0.3 2.2 0.12
N 0.657 2.835 -0.623 2.4 -1.2 -0.9 -0.14
O -4.379 -0.333 1.854 2.3 -2.3 1.5 -0.13
H -2.676 -3.189 1.070 -2.0 -0.7 -1.4 0.08
H -0.246 -2.403 -0.260 0.6 -0.1 -2.4 0.11
C 5.589 2.687 -4.233 0.2 0.1 -0.1 -1.57
H -5.059 -2.328 -0.881 0.5 -0.3 2.5 0.12
H 3.392 -1.405 0.593 1.6 1.6 -1.4 0.11
H 5.033 1.216 0.991 0.2 -2.3 -0.1 0.10
H -2.099 3.499 6.282 0.0 0.1 -0.5 -0.02
H 2.085 1.736 -2.906 -2.0 -0.8 1.1 0.05
C 3.599 0.083 -1.249 1.4 -0.8 -0.5 -0.24
C -3.288 -4.372 -0.883 -0.3 0.2 -0.2 -0.20
Br -1.871 5.429 4.717 0.1 -0.5 0.3 0.63
Br -3.582 2.713 4.435 0.4 0.3 0.1 0.61
H -2.581 -2.279 -1.487 0.0 -2.1 -1.3 0.09
Br -2.220 -8.697 2.290 0.3 0.4 -0.1 0.56
H 2.562 -0.751 -2.872 -0.1 0.1 1.5 0.11
H 2.937 1.858 1.024 -2.2 0.5 1.0 0.06
H 1.456 -0.359 0.617 -1.7 1.3 -1.5 0.12
H -2.350 0.125 4.240 0.5 -1.8 -1.5 0.03
H -5.685 -2.557 0.955 1.9 0.8 -1.4 0.13
C -2.209 -0.792 3.522 -1.0 -0.5 -1.0 -0.01
H -1.046 3.068 1.508 0.8 -3.7 0.0 -0.09
H -0.716 -4.673 -1.351 -0.2 2.0 -1.5 0.07
H -0.531 -4.055 -3.124 -0.8 1.0 2.2 0.12
H -0.592 3.626 -3.812 1.5 0.5 1.7 0.09
H 6.948 -0.869 -0.258 -0.6 1.1 2.1 0.07
H -4.273 -4.765 -1.430 2.0 0.9 1.4 0.12
Br -1.942 -5.502 2.607 0.3 -0.6 0.0 0.63
Br -2.771 7.851 0.864 0.0 -0.4 0.1 0.56
H 0.000 4.741 -2.301 0.2 -2.1 -1.5 0.09
H 3.367 1.204 -1.010 0.2 -2.0 -0.2 0.11
C 5.180 0.053 1.021 0.0 -1.0 0.6 -0.26
H 4.441 0.100 -2.096 -1.8 0.1 2.0 0.06
H 4.911 -1.624 -0.501 -1.6 1.7 1.0 0.11
Br -1.276 4.997 0.878 -0.7 1.7 -0.4 0.70
```
Forces are in eV/Å.

Properties
Gap between HOMO and LUMO (alpha / beta)   8.0 / 8.2 eV
2S+1   2
HOMO energy (alpha / beta)   -8.513 / -8.743 eV
E_LUMO (alpha / beta)   -0.50 / -0.50 eV